# C21H15N4PtS

A structure of composition C21H15N4PtS (the ωB97M-V functional and the def2-TZVPD basis, the OMol25 dataset).

Structure (XYZ):
```
42
Properties=species:S:1:pos:R:3:forces:R:3:lowdin_spin:R:1
C 3.79736 -3.49054 0.80037 -0.03 -0.32 -0.06 0.01
N 0.52080 -3.94981 2.10742 -0.18 0.00 0.19 0.15
S 2.35570 -1.39310 -3.49007 -0.10 -0.10 0.25 0.00
C 4.34608 0.66191 2.51877 -0.01 -0.01 -0.04 -0.01
H 1.09277 2.62702 2.63614 -0.03 -0.06 -0.05 0.00
H 1.20679 -4.63401 2.37722 0.05 0.02 -0.04 0.01
N 2.00066 0.84390 2.14428 0.19 -0.05 -0.08 -0.01
C 2.03140 2.09036 2.61419 0.02 0.20 0.06 0.00
C 0.79956 -2.82066 1.24029 0.43 -0.04 -0.49 0.07
C -1.35038 -2.71887 1.99273 0.09 -0.10 -0.21 0.09
C 1.39836 -3.34256 -0.11486 -0.12 0.40 0.15 0.06
C -2.68020 -2.38202 2.29031 -0.10 0.00 0.18 0.05
C 4.37351 1.96019 3.00271 -0.07 0.05 -0.06 0.00
C -0.74712 -3.87968 2.57447 0.04 0.20 -0.14 0.12
H 0.96605 0.47463 -2.71004 0.05 0.02 0.03 0.00
C 2.97492 -1.31017 1.68828 -0.03 -0.37 0.32 0.02
H 5.25366 0.07781 2.47127 -0.02 -0.02 0.02 0.00
H 4.66777 -4.13676 0.84406 0.00 0.00 -0.01 0.00
H -3.29388 -4.85752 4.52054 0.00 -0.06 -0.05 0.01
N 1.04845 -1.09838 -1.32565 -0.36 0.00 0.41 0.00
H 5.30485 2.40252 3.32874 0.01 -0.03 0.02 0.00
C 2.37761 -2.65662 -2.33941 0.12 -0.04 -0.11 0.00
H -4.37487 -2.93499 3.44928 0.00 -0.01 0.00 0.00
H 5.03140 -1.85814 1.43301 -0.01 0.02 0.00 0.02
H 2.77550 -5.06367 -0.10666 0.07 -0.01 0.00 0.01
C 1.62642 -2.33752 -1.24630 0.10 0.08 -0.19 0.01
H 0.68848 -4.07878 -0.50046 -0.01 -0.04 0.13 0.00
C 3.14586 0.10469 2.11161 0.13 0.12 0.04 0.00
N -0.48239 -2.08450 1.18809 -0.26 -0.32 -0.13 0.27
C -3.35302 -3.17235 3.18764 -0.03 0.24 -0.16 0.05
C -2.73650 -4.29059 3.78746 0.19 -0.12 0.03 0.13
Pt 0.40820 -0.27791 1.53297 0.31 -0.33 0.57 0.11
C 2.70084 -4.03225 0.21657 0.07 -0.12 0.10 0.18
H -0.98368 -5.52644 3.95196 0.00 0.00 -0.01 0.00
H -3.13486 -1.51978 1.82254 -0.02 0.00 0.02 0.00
C 1.65548 -1.70959 1.78126 -0.45 0.86 -0.80 0.36
H 2.93165 -3.56149 -2.52885 0.00 0.00 0.03 0.00
C 4.00251 -2.17723 1.32214 -0.05 0.27 0.03 0.28
C -1.44286 -4.66709 3.48289 -0.12 -0.13 0.16 0.00
H 3.17276 3.69309 3.45177 -0.03 0.01 -0.02 0.00
C 3.19465 2.68513 3.06532 0.08 -0.09 -0.04 -0.01
C 1.34054 -0.50164 -2.43899 0.08 -0.09 -0.08 0.00
```
Positions in Å, forces in eV/Å.

The orbital gap (alpha / beta) is 7.15 / 6.89 eV. As for the HOMO energy (alpha / beta): -10.438 / -11.458 eV. Its total charge is +1. Its spin multiplicity is 3.

***

# C24H29N5O5

The molecule C24H29N5O5 (the ωB97M-V functional and the def2-TZVPD basis, the OMol25 dataset).

Structure (XYZ):
```
63
Properties=species:S:1:pos:R:3:forces:R:3:mulliken_charge:R:1
H 4.53013 -1.71935 -2.41484 0.12 -0.04 -0.10 0.38
N -1.98075 -0.09087 1.08715 -0.05 0.08 0.21 0.17
H 2.68105 1.64221 -4.45285 0.15 0.14 -0.13 0.45
C -4.21231 0.48925 1.93653 -0.03 -0.16 -0.16 0.69
C 3.86628 -0.64111 3.90994 -0.04 -0.19 -0.51 0.87
C -3.17068 1.62637 -0.10273 -0.17 -0.45 0.03 0.23
H 3.94634 -3.05967 -0.40800 -0.16 -0.02 -0.02 0.47
H -3.56416 2.22647 -3.72211 -0.04 0.04 -0.04 0.37
H -4.84730 -0.64079 3.65843 -0.07 -0.02 0.09 0.45
N -0.44885 0.93824 -4.05635 0.33 -0.15 -0.02 0.25
C 0.49325 1.68108 -4.71059 0.21 0.21 -0.15 -0.12
H -2.28297 0.46015 -1.49712 -0.10 0.05 0.20 0.21
H -3.72645 -0.45699 0.04342 0.01 0.09 0.10 0.46
C 2.05842 -0.83836 2.37934 0.14 -0.07 -0.17 0.20
H 0.23568 2.39255 -5.46793 -0.08 0.15 -0.15 0.41
C 3.21519 -2.37725 -0.84579 0.50 0.05 -0.51 -1.12
H -3.18839 -0.97781 3.17142 0.06 -0.10 0.08 0.29
C 5.91159 -0.75447 4.76419 0.97 0.14 0.88 -0.28
H 0.74710 -1.89765 -1.03546 0.04 -0.03 -0.05 0.42
C -5.64013 0.80616 1.49770 0.26 0.15 0.03 -1.62
C 1.09547 -1.58896 -0.06045 -0.25 0.10 0.08 0.03
O -1.48804 -1.12129 -0.86302 -0.11 -0.29 -0.26 -0.88
H 4.97520 -2.02600 1.01918 0.07 -0.06 -0.14 0.36
C -2.48004 2.27829 -3.61644 0.22 -0.17 0.23 -0.53
C 2.90992 -1.42486 1.42217 -0.09 0.32 0.78 0.49
C 2.54597 -0.44392 3.63992 0.45 -0.01 0.25 -1.34
H 4.50276 -0.64492 -1.01312 0.12 0.06 0.07 0.35
H 6.58468 0.11409 4.83910 -0.21 -0.17 -0.09 0.26
C 0.63971 -0.58275 2.10731 0.18 -0.18 -0.28 1.67
H -5.66232 1.72425 0.91821 -0.08 0.07 -0.05 0.38
H 1.86197 0.00105 4.34302 -0.09 0.05 0.07 0.53
C 0.20808 -1.00018 0.79208 0.06 0.02 0.06 -0.47
H -4.53283 -1.62770 2.22983 -0.04 -0.15 -0.05 0.33
C 3.89283 -1.27535 -1.65520 -0.09 -0.14 0.11 -0.50
O -0.09075 -0.04948 2.94696 -0.01 0.09 0.21 -0.90
N 2.38718 -1.81873 0.20898 -0.50 -0.10 -0.06 0.16
O 5.98000 -1.29090 3.45734 -0.27 -0.15 -0.53 -0.51
C -4.18892 -0.76826 2.80263 0.10 0.24 -0.07 -1.51
H -3.82746 1.33658 2.51251 0.00 0.00 -0.04 0.27
H -2.55552 3.39713 -1.76815 0.14 -0.09 -0.07 0.44
H 6.22462 -1.52040 5.49110 -0.14 0.13 -0.21 0.25
N 1.51539 0.34235 -3.24841 0.15 -0.23 0.28 -0.34
H 2.56776 -2.96099 -1.50296 0.03 -0.02 0.16 0.45
H -1.02513 2.53843 -2.04184 -0.10 0.08 0.00 0.28
H -6.04227 -0.00385 0.89161 -0.08 -0.13 -0.05 0.35
O 4.58768 -0.35469 5.03533 -0.43 0.08 -0.06 -0.49
C 4.71816 -1.21341 2.95161 -0.46 0.16 0.15 0.54
C 0.22373 0.15287 -3.18723 -0.04 -0.13 0.05 -0.29
C 1.69864 1.29734 -4.19935 -0.10 0.18 -0.17 -0.96
H 3.14034 -0.65746 -2.14740 0.07 -0.03 0.03 0.05
H -0.27137 -0.53546 -2.53215 -0.26 -0.15 0.15 0.45
C -3.31829 0.31802 0.70550 -0.20 0.19 0.04 -0.41
C -1.87582 1.00257 -4.22053 -0.64 0.32 -0.07 -1.04
O -3.48297 2.72209 0.31137 -0.06 0.30 0.24 -0.69
C -2.11662 2.46968 -2.14407 -0.08 0.29 -0.11 -0.93
H -2.30429 0.12100 -3.73793 0.04 0.01 -0.10 0.45
H -1.60215 0.20392 1.98904 0.11 -0.13 -0.09 0.40
N -2.61883 1.40162 -1.31224 0.16 -0.10 -0.60 0.09
H -6.27857 0.93422 2.36824 -0.10 -0.01 0.07 0.43
H -2.12226 3.14773 -4.17092 -0.03 0.01 -0.06 0.37
H -2.11520 0.96301 -5.28868 0.02 -0.13 0.16 0.34
C 4.27652 -1.60556 1.71921 0.33 -0.02 0.16 -1.30
C -1.15999 -0.75926 0.27353 0.14 0.03 0.20 0.18
```
Positions in Å, forces in eV/Å.

The orbital gap is 8.57 eV. As for the HOMO energy: -8.235 eV. The calculation puts the energy above the lowest of the compared OMol25 structures with the same formula, charge and spin at 0.0 kcal per mole.

***

# C18H30AsIrN2O4S

A structure of composition C18H30AsIrN2O4S (the ωB97M-V functional and the def2-TZVPD basis, the OMol25 dataset).

Structure (XYZ):
```
57
Properties=species:S:1:pos:R:3:forces:R:3:mulliken_charge:R:1
C -2.41186 0.31655 2.26334 0.03 -0.04 0.04 -1.15
C 0.00182 0.04611 2.56001 0.07 0.31 0.19 0.64
C 2.15686 -2.80196 -3.93081 1.04 -1.21 -0.24 -0.74
H -0.76900 2.18585 4.25153 -0.04 0.02 0.01 0.31
C 0.68116 -0.89779 -3.39939 1.30 -1.78 0.15 1.56
O 0.16588 -0.38278 1.36971 0.00 -0.32 0.20 -0.72
H -1.02525 -0.67035 5.30113 -0.02 0.01 0.05 0.30
H 1.38906 -0.65888 5.37101 0.00 0.00 -0.01 0.37
H -2.36912 4.05274 -3.71730 0.00 0.01 0.00 0.35
H -2.22232 -0.25027 1.35931 0.00 -0.05 0.01 0.37
H 1.46535 1.08126 5.11618 0.01 0.00 -0.03 0.35
C 2.78082 -3.26737 -1.23075 -0.59 0.78 0.11 -0.42
H 2.39385 -0.50805 1.89868 0.01 -0.01 0.01 0.29
C 1.56809 -1.98170 -2.97914 -0.89 0.92 0.97 -0.41
H -4.67582 3.38354 0.51445 -0.03 -0.01 0.00 0.38
H 5.08098 -4.34729 -0.21434 0.03 -0.02 0.01 0.34
H -3.92375 4.79396 -3.25775 -0.01 -0.01 -0.02 0.41
O 1.33681 -1.57954 -0.62669 -1.48 2.28 1.80 -0.74
C -2.44567 5.26848 -0.59394 0.33 -0.13 0.16 -1.02
H -2.29315 1.33878 4.53240 0.00 -0.01 -0.02 0.44
C 2.32412 -0.53761 2.97999 0.10 0.06 -0.06 -1.09
H -0.43244 0.06874 -4.91163 -0.01 0.03 -0.04 0.31
H -2.29634 5.18457 0.48004 -0.01 0.03 0.01 0.36
H 2.97094 -3.41885 -0.17945 0.00 0.03 0.02 0.54
O 0.21575 -0.06297 -2.59896 -0.79 0.71 0.74 -0.62
H 1.14690 -0.52323 -5.46030 0.00 -0.02 0.03 0.43
S -0.96821 1.77174 -0.48775 -0.14 0.99 1.57 0.01
C 3.03633 -3.80985 -3.57200 -0.44 0.52 -0.17 -0.98
H -0.59608 0.72615 6.29604 0.01 -0.02 0.00 0.37
O 4.25705 -4.99912 -2.01170 0.06 -0.01 0.25 -0.40
H -3.83571 3.04706 -3.62335 -0.01 0.00 0.00 0.37
H 2.47766 -1.56209 3.32311 -0.01 0.01 -0.01 0.36
C -1.24249 1.20099 4.28721 0.00 -0.06 0.08 -0.78
H 3.09943 0.09628 3.40964 0.00 0.00 0.01 0.37
H -5.03032 2.20938 -0.77641 -0.02 0.01 -0.03 0.36
C 3.37278 -4.03355 -2.21121 -0.09 -0.04 -0.86 0.79
H 1.94095 -2.65347 -4.97894 0.04 -0.04 -0.02 0.44
C 0.28343 -0.74314 -4.83061 0.02 0.18 -0.02 -1.55
H -2.90013 1.25506 1.99776 -0.02 0.03 0.01 0.30
H -3.08127 -0.25960 2.90511 -0.02 0.02 -0.02 0.36
H 3.87422 -5.66728 -0.07939 0.01 0.01 0.02 0.35
C 1.87340 -2.23944 -1.58723 0.88 -1.13 -2.03 0.47
C 4.69464 -5.25917 -0.67036 -0.06 0.00 -0.12 -0.80
H -0.17358 -1.66524 -5.19231 0.03 0.01 0.02 0.44
H -3.25869 5.96452 -0.80523 -0.01 -0.02 0.00 0.42
H -5.40505 3.93579 -1.01722 0.03 0.02 -0.01 0.41
H 3.49250 -4.44720 -4.31723 0.00 0.04 0.00 0.47
N 1.02266 -0.05164 3.41828 -0.14 -0.01 -0.09 0.13
C 0.90494 0.17736 4.86496 -0.01 -0.03 0.04 -0.67
C -4.71279 3.22657 -0.56119 0.08 -0.26 0.19 -1.04
N -1.16529 0.57456 2.96749 0.04 0.11 -0.19 0.33
Ir 0.09416 -0.02019 -0.59745 0.23 -1.08 -2.04 1.12
C -0.54131 0.30826 5.29238 0.01 -0.01 -0.07 -0.59
As -2.97855 3.57330 -1.32272 0.44 -0.73 -0.60 0.57
C -3.30856 3.89521 -3.19318 0.12 -0.08 -0.03 -1.03
H -1.52716 5.60982 -1.06523 -0.01 0.02 -0.02 0.37
H 5.48736 -5.99301 -0.75861 0.00 -0.01 0.01 0.25
```
Positions in Å, forces in eV/Å.

The orbital gap (alpha / beta) is 5.13 / 4.66 eV. As for the HOMO energy (alpha / beta): -13.456 / -13.410 eV. Its total charge is +2. The calculation puts the energy above the lowest of the compared OMol25 structures with the same formula, charge and spin at 56.6 kcal per mole.

***

Q: Number 1 is which compound?
A: C21H15N4PtS